[1]
15
Properties=species:S:1:pos:R:3:forces:R:3 method="wB97M-V/def2-TZVPD" fmax_ev_per_a=5.6 energy_ha=-536.11384 de_lowest_kcal_mol=85.5 lumo_ha=-0.0128 charge=0
C 2.892 1.708 -1.028 -0.764 -2.349 -0.384
C -2.451 -0.985 1.028 -1.548 1.078 3.197
H -3.222 -0.334 1.638 1.289 -1.334 -1.418
H -0.973 -0.403 -0.824 -0.907 0.741 -2.559
N 1.719 1.031 -1.197 -1.130 0.797 -0.147
O 1.003 0.006 -0.053 1.816 0.910 0.120
H -2.493 -2.008 1.476 0.287 0.800 -0.212
H 0.002 -1.754 -0.178 -0.514 0.121 -0.074
H -2.693 -1.076 -0.001 -0.520 0.093 -0.814
H 3.487 1.966 -1.934 -1.340 0.178 0.487
O -0.581 0.125 2.125 0.961 2.097 3.432
O 0.957 1.333 -2.094 0.161 -0.550 -0.057
C -1.081 -0.350 1.203 -0.308 -3.611 -4.231
F 3.714 1.434 -0.039 -0.222 -0.301 0.810
C -0.279 -0.694 -0.124 2.740 1.331 1.849



[2]
17
Properties=species:S:1:pos:R:3:forces:R:3 method="wB97M-V/def2-TZVPD" fmax_ev_per_a=7.8 multiplicity=2 energy_ha=-686.70114 lumo_ha="0.1003 / 0.0988" charge=-1
O 2.338 -0.418 2.016 3.533 -3.018 1.652
O 1.621 -2.486 1.552 -0.724 3.330 -0.417
O -2.453 0.138 -3.769 -2.316 0.507 -3.485
C 1.467 -1.261 1.500 1.013 -5.668 0.716
H -1.820 -1.600 -1.557 0.750 -0.142 -0.062
F -0.064 1.523 0.670 0.535 0.223 -0.499
H 2.548 1.095 0.632 0.276 -0.126 -0.042
C -2.079 -0.545 -1.657 -0.428 0.423 -0.659
O -0.578 0.746 -2.859 6.599 4.160 0.068
H 0.121 0.788 2.438 0.170 0.079 0.474
H -3.157 -0.584 -1.817 -0.145 0.308 0.449
C 0.621 0.687 1.475 -2.156 2.820 0.566
O 0.452 -0.584 1.067 -2.034 -2.193 -1.896
N -1.587 0.134 -2.882 -4.478 -5.203 3.545
H 2.268 1.533 2.379 0.645 0.116 -0.246
H -1.795 0.024 -0.772 0.044 -0.037 0.155
C 2.098 0.809 1.583 -1.286 4.421 -0.318



[3]
14
Properties=species:S:1:pos:R:3:forces:R:3 method="wB97M-V/def2-TZVPD" fmax_ev_per_a=5.2 energy_ha=-783.98097 de_lowest_kcal_mol=62.2 lumo_ha=0.0287 charge=0 smiles="N[C@@]1(C(=O)S)C[C@@H]1F"
H 3.347 -1.643 -0.385 -1.224 1.553 0.160
C 0.976 -0.986 -0.058 -0.460 1.572 -0.355
F -1.794 -1.254 -0.956 -0.407 -2.790 -1.477
H -0.121 2.053 -0.762 1.840 -1.228 0.493
C -1.399 -0.065 -0.603 -1.097 2.228 0.644
H 0.688 1.941 0.601 0.296 -0.632 0.242
S 2.645 -0.388 -0.409 0.906 -2.168 -0.160
N 0.611 1.421 -0.273 -2.065 3.317 -1.627
O 0.518 -1.997 0.351 1.191 -2.394 0.085
H -1.156 -0.782 1.579 -0.141 -2.692 0.638
H -1.997 0.683 -1.286 1.518 -0.734 1.881
C -1.095 -0.038 0.881 -0.346 5.158 -0.782
H -1.239 0.899 1.467 -0.191 -0.364 -0.886
C 0.016 0.156 -0.149 0.180 -0.824 1.144



[4]
14
Properties=species:S:1:pos:R:3:forces:R:3 method="wB97M-V/def2-TZVPD" fmax_ev_per_a=4.9 energy_ha=-783.96163 de_lowest_kcal_mol=74.3 lumo_ha=0.0240 charge=0 smiles="O/N=C1/C[C@H](F)CS1"
H 3.786 -0.985 -0.615 -2.484 4.114 -0.868
C -1.490 -0.190 -0.036 2.992 -1.002 -0.362
S 0.628 1.623 -0.352 -0.865 -0.465 -0.685
N 2.057 -0.598 0.014 2.661 -2.868 -0.920
H -0.206 -1.790 0.258 0.541 -0.495 0.528
H -2.265 -0.259 0.678 -1.448 -0.793 0.034
H -1.778 1.682 -0.818 -0.713 1.076 -1.773
H -0.264 -0.657 1.636 0.016 -0.061 1.490
F -1.752 -0.825 -1.294 0.082 0.860 1.609
C -0.183 -0.762 0.593 -2.542 -1.482 -1.509
C -1.138 1.225 -0.136 -0.571 2.184 0.899
O 3.137 -0.088 -0.766 1.615 -3.509 1.786
C 0.955 -0.059 0.040 0.359 2.525 -0.339
H -1.487 1.683 0.798 0.358 -0.085 0.110



[5]
13
Properties=species:S:1:pos:R:3:forces:R:3 method="wB97M-V/def2-TZVPD" fmax_ev_per_a=1.0 energy_ha=-708.76778 de_lowest_kcal_mol=34.0 lumo_ha=0.0313 charge=0
S 2.075 -0.560 0.258 -1.004 0.164 0.219
H 3.305 -0.468 -0.172 0.829 0.140 -0.349
F -1.052 -1.287 -0.392 -0.194 0.378 0.166
C -1.644 -0.156 0.088 -0.431 -0.513 -0.114
H -3.582 -0.793 -0.443 0.166 0.122 0.036
H -3.426 0.875 0.370 -0.081 0.144 0.067
H -0.093 0.314 1.525 -0.505 0.224 -0.638
C 0.346 1.255 -0.360 0.691 0.027 -0.394
H -1.168 1.667 1.042 -0.060 -0.134 0.088
C -2.961 -0.018 -0.006 0.504 -0.237 -0.045
N 1.513 0.808 -0.615 -0.366 -0.212 0.341
C -0.647 0.783 0.672 0.553 0.041 0.451
H 0.062 2.109 -0.984 -0.102 -0.145 0.172



[6]
13
Properties=species:S:1:pos:R:3:forces:R:3 method="wB97M-V/def2-TZVPD" fmax_ev_per_a=1.8 energy_ha=-708.75669 de_lowest_kcal_mol=40.9 lumo_ha=-0.0131 charge=0 smiles="FC1(C=S)CNC1"
H -1.524 -1.862 -0.064 0.407 0.303 0.195
C 1.529 0.810 0.227 0.300 0.960 0.189
H 0.529 -0.831 -1.732 -0.733 0.311 0.775
H -1.661 0.246 1.110 -0.459 0.193 0.039
C -0.688 -0.198 0.966 0.688 -0.114 1.625
C 0.083 0.639 -0.064 -0.058 -0.876 -0.431
S 2.737 -0.189 -0.065 0.027 -0.284 -0.040
H -0.200 -0.331 1.986 -0.527 -0.036 -1.227
F -0.468 1.866 -0.319 -0.117 0.544 -0.006
H -1.116 -0.147 -1.707 -0.506 0.227 -0.087
N -0.652 -1.341 0.052 -0.351 -0.439 -0.127
H 1.734 1.794 0.678 -0.087 -0.294 -0.021
C -0.304 -0.456 -1.068 1.416 -0.494 -0.884



[7]
13
Properties=species:S:1:pos:R:3:forces:R:3 method="wB97M-V/def2-TZVPD" fmax_ev_per_a=5.0 energy_ha=-708.58577 de_lowest_kcal_mol=148.2 lumo_ha=0.0056 charge=0
C -1.404 -0.167 -0.847 1.873 0.292 2.365
C 0.379 1.695 1.080 0.477 -0.441 2.070
H -1.557 0.566 0.328 -0.736 -2.527 -4.220
C 0.782 0.459 0.707 -1.261 -0.863 1.734
H 0.688 1.835 2.289 -1.329 0.998 -3.767
H 1.371 -0.256 1.699 -1.857 2.433 -3.584
C 0.915 -1.374 -0.657 -0.377 -2.463 -1.975
H -1.827 -1.475 -0.867 1.490 4.557 0.037
H -1.526 0.465 -1.901 0.248 -1.873 3.136
N 0.260 -0.248 -0.460 -2.108 0.656 0.408
F -0.437 2.569 0.277 2.120 -1.912 2.221
S 0.654 -2.695 -1.694 -0.011 1.889 1.258
H 1.702 -1.373 0.043 1.471 -0.746 0.316



[8]
16
Properties=species:S:1:pos:R:3:forces:R:3 method="wB97M-V/def2-TZVPD" fmax_ev_per_a=5.3 energy_ha=-898.18559 de_lowest_kcal_mol=0.0 lumo_ha=0.0217 charge=0
H 2.160 2.088 -0.940 0.074 -0.897 1.064
H -0.880 -2.021 0.339 2.896 -2.042 -1.991
H 3.405 1.306 0.083 0.686 -0.142 -0.331
F -2.730 -0.144 -1.136 0.812 -1.221 0.366
O 0.626 -0.725 -1.135 1.363 0.463 0.580
C 2.674 1.113 -0.684 -1.850 1.164 -0.716
C -1.703 -1.559 0.663 -4.920 1.394 1.246
C -1.051 0.917 0.166 -4.041 -2.091 0.682
P 1.439 -0.068 -0.072 -1.149 -0.216 -2.200
H -1.441 -1.390 1.725 -0.651 0.346 -0.449
C -1.900 -0.263 -0.075 0.250 2.000 0.319
O 1.451 -0.507 1.313 0.586 0.127 0.623
O -0.025 1.488 0.187 2.006 1.533 0.041
H 2.897 0.898 -1.732 0.985 -0.820 0.511
H -2.686 -2.154 0.548 1.761 0.646 0.344
O -2.236 1.020 0.751 1.192 -0.244 -0.089



[9]
14
Properties=species:S:1:pos:R:3:forces:R:3 method="wB97M-V/def2-TZVPD" fmax_ev_per_a=7.5 energy_ha=-466.95023 lumo_ha=-0.2007 charge=+1
Hg -1.620 -1.514 -0.501 -6.487 -3.162 2.187
C 0.195 1.138 0.376 -2.651 1.007 -1.425
H -0.415 0.854 1.240 0.873 0.039 -0.190
H 1.016 -0.778 2.240 -0.162 0.264 -0.467
Li 1.315 -0.511 -1.300 -0.016 -0.026 0.159
H -2.501 0.932 -0.973 0.042 0.427 0.002
H 2.177 -1.064 0.858 -0.333 -0.031 -0.122
O -1.695 0.407 -0.938 -0.982 4.209 -1.337
H -0.527 2.083 -1.436 0.628 -0.703 -0.526
H 1.008 1.861 0.479 -0.126 -0.488 0.153
C 0.139 -1.656 0.469 2.718 0.420 1.358
C 1.124 -0.940 1.164 -0.756 -2.019 -0.325
C -0.486 1.163 -0.849 1.181 0.798 1.859
O 0.270 -1.974 -0.829 6.070 -0.734 -1.327



[10]
12
Properties=species:S:1:pos:R:3:forces:R:3 method="wB97M-V/def2-TZVPD" fmax_ev_per_a=3.4 energy_ha=-508.29709 de_lowest_kcal_mol=85.1 lumo_ha=0.0235 charge=0 smiles="C=NC1C=C1.I"
H -1.699 -2.262 0.274 -0.463 0.354 -0.103
H 0.414 1.498 1.464 0.551 0.717 2.062
H 0.002 2.255 -1.558 0.652 0.257 -0.677
H -1.959 0.471 -0.355 -0.098 -0.456 0.715
H 1.839 0.296 0.362 -1.223 0.019 0.455
I 3.247 0.063 -0.210 1.862 -0.215 -0.570
C -0.646 -2.056 0.129 1.355 3.074 -0.452
N -0.094 -0.878 -0.093 -2.633 -1.666 0.006
C -0.112 1.450 0.582 -0.575 0.158 -1.540
C -0.895 0.435 -0.136 1.962 -1.228 -0.961
H -0.013 -2.939 0.229 0.214 0.381 -0.117
C -0.084 1.667 -0.689 -1.605 -1.393 1.182



[11]
13
Properties=species:S:1:pos:R:3:forces:R:3 method="wB97M-V/def2-TZVPD" fmax_ev_per_a=6.6 energy_ha=-562.73505 de_lowest_kcal_mol=147.5 lumo_ha="-0.2656 / -0.2565" charge=+1
H -2.401 -0.565 0.052 0.150 -1.065 0.685
C -1.344 -0.769 0.282 -1.911 -2.153 1.359
H -1.753 -2.265 1.436 -1.727 -1.287 0.888
H 1.215 1.709 -2.142 0.340 -0.518 0.800
N -0.984 -1.764 1.120 1.411 0.711 -1.460
N 0.465 0.512 -0.668 0.977 -3.808 1.162
I 1.981 -1.631 0.931 -0.738 -0.049 0.008
C -0.659 0.315 -0.075 3.469 4.533 -3.254
H 2.333 1.305 -0.731 -1.321 0.570 -0.544
H -1.229 1.190 -0.260 -1.549 1.128 0.712
C 1.268 1.579 -1.026 0.255 2.370 -0.549
H 0.938 2.581 -0.643 0.463 -0.748 0.112
C 0.170 -2.198 1.723 0.180 0.314 0.082



[12]
14
Properties=species:S:1:pos:R:3:forces:R:3 method="wB97M-V/def2-TZVPD" fmax_ev_per_a=7.2 energy_ha=-658.80845 de_lowest_kcal_mol=81.2 lumo_ha=-0.0033 charge=0
C 1.438 -1.812 -0.463 6.258 3.188 1.453
C 0.147 -2.173 -0.294 -3.196 -2.193 0.989
O 2.042 -1.411 0.566 -1.131 -0.904 -1.252
H 2.822 -1.020 -1.535 0.105 -0.015 0.604
I -2.601 -0.316 0.470 -0.142 0.552 -0.293
H -1.274 -1.767 -1.891 -1.770 0.321 -0.599
O 1.995 -1.495 -1.657 -1.471 -1.186 -0.672
C -2.079 -1.106 -2.358 2.298 0.105 0.181
H -1.137 -3.120 0.890 -1.370 0.531 -0.651
C -2.559 -0.107 -1.615 -0.455 -0.567 -1.558
H 0.230 -3.819 1.220 0.835 1.557 -2.191
N -0.217 -3.127 0.510 0.352 -1.142 1.827
H -3.040 0.722 -2.177 -0.016 -0.366 1.267
H -2.063 -1.061 -3.469 -0.298 0.120 0.893



[13]
14
Properties=species:S:1:pos:R:3:forces:R:3 method="wB97M-V/def2-TZVPD" fmax_ev_per_a=6.3 multiplicity=2 energy_ha=-569.50552 de_lowest_kcal_mol=21.6 lumo_ha="-0.8138 / -0.8011" charge=+4
H -0.666 -0.323 -1.677 0.133 0.079 0.426
H 4.999 2.238 2.422 0.962 1.157 1.102
O 0.589 1.339 -0.002 -2.168 -0.992 2.025
C 3.943 1.442 1.086 2.987 -0.469 5.539
C -1.606 -0.033 -1.200 -0.473 -0.374 -2.627
O 4.919 1.457 1.832 -2.459 0.388 -3.401
H 2.378 0.067 1.142 0.005 0.219 -0.253
C 2.884 0.869 0.596 1.557 -0.439 -2.959
H 3.499 0.779 -0.438 -1.910 -0.552 0.137
C -0.308 0.881 0.655 3.098 1.833 -2.931
In -1.833 -1.062 1.720 -1.611 -1.773 1.891
O -1.427 0.329 0.227 0.366 0.761 1.267
H -2.288 -0.885 -1.174 -0.217 0.267 -0.241
H -2.011 0.866 -1.670 -0.269 -0.105 0.024



[14]
13
Properties=species:S:1:pos:R:3:forces:R:3 method="wB97M-V/def2-TZVPD" fmax_ev_per_a=7.9 multiplicity=6 energy_ha=-341.50764 de_lowest_kcal_mol=27.2 lumo_ha="-0.5378 / -0.6162" charge=+3
C -0.697 1.810 -0.260 -0.580 2.296 -1.562
Ir 2.084 2.499 -0.753 7.788 1.452 0.000
H 1.056 -1.406 -1.217 -0.065 -0.344 0.217
C -0.810 0.716 0.507 0.893 -5.229 0.899
H 0.026 -1.266 1.728 -0.088 0.428 -0.225
H 0.760 -2.836 -0.030 -0.282 0.176 -0.088
C 0.360 -0.842 0.773 -0.077 2.418 0.735
H -1.631 2.327 -0.541 0.492 0.274 -0.166
C 0.647 -1.774 -0.269 0.013 0.051 -0.925
H -1.787 0.349 0.824 -0.040 1.014 0.398
H 1.209 -0.158 0.900 0.123 -0.292 0.398
O 0.391 2.304 -0.811 -7.699 -1.528 0.678
Li -1.608 -1.723 -0.849 -0.477 -0.715 -0.360



[15]
14
Properties=species:S:1:pos:R:3:forces:R:3 method="wB97M-V/def2-TZVPD" fmax_ev_per_a=3.6 energy_ha=-412.04789 de_lowest_kcal_mol=48.5 lumo_ha=-0.5562 charge=+3
H 2.054 -2.618 0.824 -0.246 -0.529 -0.405
H 3.108 -1.354 0.351 0.230 -1.487 -1.548
C -1.046 -0.561 -0.014 -2.209 -2.819 0.583
O -2.124 -1.227 -0.032 2.020 0.439 0.133
H -3.411 0.126 0.890 0.027 -0.188 -0.164
La 1.345 1.744 -0.066 -1.263 -0.700 0.004
H -3.518 0.036 -0.914 -0.019 -0.158 0.194
C 1.228 -0.943 0.031 -1.438 -0.331 -0.529
O -0.885 0.646 -0.054 1.864 2.585 -0.150
C -3.394 -0.530 0.015 -1.373 0.598 -0.154
H -4.142 -1.320 0.098 0.185 0.180 -0.033
C 2.240 -1.967 -0.053 1.139 1.974 2.715
O 0.016 -1.437 0.125 0.667 0.363 -0.592
H 2.251 -2.550 -0.980 0.417 0.072 -0.055



[16]
18
Properties=species:S:1:pos:R:3:forces:R:3 method="wB97M-V/def2-TZVPD" fmax_ev_per_a=1.1 energy_ha=-690.31885 de_lowest_kcal_mol=21.3 lumo_ha="0.0336 / 0.0336" charge=-1
H -1.632 -1.000 -1.020 0.055 0.133 0.169
H 3.882 1.239 0.979 -0.191 -0.379 -0.203
Li -5.266 1.086 0.139 1.143 -0.075 -0.044
O 2.942 1.098 1.151 0.044 0.325 0.612
C 2.389 0.500 0.101 0.233 -0.134 -0.857
C -1.101 -0.402 -0.268 0.145 -0.618 0.105
H 0.373 0.441 -1.597 -0.037 -0.132 0.140
C -3.054 0.922 -0.021 0.748 0.063 -0.030
H 0.733 -1.207 -1.001 0.006 0.217 0.163
O -3.727 -0.137 -0.015 -0.796 -0.419 0.006
O 2.947 0.294 -0.952 -0.088 0.042 0.163
O 1.097 0.332 0.337 -0.478 -0.023 0.263
C 0.322 -0.226 -0.725 0.425 -0.151 -0.120
H -1.141 -0.937 0.692 0.067 0.142 -0.261
O -1.714 0.874 -0.137 -0.448 0.481 -0.016
O 2.851 -2.325 1.341 -0.260 0.263 -0.019
O -3.566 2.064 0.070 -0.711 0.335 0.046
H 3.666 -2.618 0.925 0.143 -0.070 -0.118



[17]
14
Properties=species:S:1:pos:R:3:forces:R:3 method="wB97M-V/def2-TZVPD" fmax_ev_per_a=4.6 multiplicity=2 energy_ha=-581.46759 lumo_ha="-0.2395 / -0.2424" charge=+1
H -0.001 -2.664 1.627 -0.456 -0.081 -0.017
C -0.631 -2.417 0.769 -0.163 -0.793 0.239
O 1.347 -1.463 -0.796 0.806 0.145 1.959
O -0.407 -1.023 0.474 -1.391 0.314 0.937
C 0.458 2.879 -0.394 -0.157 0.224 -0.192
H -0.370 3.594 -0.475 0.240 -0.129 -0.003
H 1.072 3.160 0.480 -0.216 -0.223 -0.225
O 1.007 0.598 -0.080 0.058 1.324 0.512
H -0.397 -3.113 -0.041 0.186 0.594 -0.168
C -0.083 1.503 -0.267 0.475 -0.284 0.597
H -1.706 -2.486 0.960 0.313 -0.119 0.387
Mg -1.850 0.452 -0.305 1.075 -0.121 0.249
C 0.817 -0.700 -0.028 -0.586 -0.763 -4.526
H 1.099 2.990 -1.286 -0.185 -0.088 0.250



[18]
16
Properties=species:S:1:pos:R:3:forces:R:3 method="wB97M-V/def2-TZVPD" fmax_ev_per_a=6.8 energy_ha=-1417.53494 lumo_ha=-0.1941 charge=+1
O 2.013 2.346 -0.198 0.087 -0.809 -0.459
C 0.245 -1.145 -0.080 0.087 -0.444 -0.069
H -0.162 -1.819 0.687 0.132 0.056 -0.099
C 1.123 2.314 0.869 -0.024 0.283 0.326
H 0.618 -2.720 -1.568 0.462 1.034 0.579
C 0.113 1.179 0.717 -0.358 0.180 0.340
O 0.878 0.008 0.405 0.339 -0.283 -0.059
H 1.650 2.176 1.835 -0.179 0.018 -0.253
H -0.559 1.397 -0.133 0.012 0.015 -0.075
C 0.950 -1.713 -1.151 -0.314 -0.848 -0.617
H -0.484 1.010 1.624 0.144 0.035 -0.151
H 0.544 3.253 0.956 0.207 -0.240 -0.063
Sc -1.868 -0.956 -1.242 -3.477 -3.256 -4.759
O -2.654 -1.991 -2.573 3.112 3.577 4.806
O 1.886 -1.099 -1.754 -0.012 0.263 0.249
Mg 2.381 0.633 -0.912 -0.218 0.418 0.306